ORCA calculation (ωB97M-V/def2-TZVPD) on a single C4H10N2O molecule.

Computed properties:
**HOMO level**: -9.2519 eV
**Molecular weight**: 102.14 g mol⁻¹
**Structure (SMILES)**: CC(C)NC(N)=O
**Energy above the lowest of the compared OMol25 structures with the same formula, charge and spin**: 1.8677 eV

Positions of all 17 atoms, in Å:
C (0.38232, 0.19685, -1.95135)
C (-0.78821, -0.33418, -1.08987)
C (-1.99480, 0.65208, -0.92539)
N (-0.39686, -0.67796, 0.33019)
C (0.71357, -0.15957, 0.90190)
N (1.19627, -0.81060, 2.13890)
O (1.13612, 0.97502, 0.74123)
H (1.04017, 1.12344, -1.46012)
H (1.05851, -0.57255, -2.33360)
H (0.03965, 0.66439, -2.90608)
H (-1.10955, -1.34523, -1.51005)
H (-2.75626, 0.19144, -0.28425)
H (-2.45251, 0.87532, -1.90458)
H (-1.59629, 1.62952, -0.60914)
H (-0.98100, -1.33517, 0.89793)
H (1.87487, -0.00044, 2.51669)
H (0.32030, -0.74214, 2.76795)